No. 1
Entry from the Open Molecules 2025 dataset: a single C3H4 molecule (ωB97M-V/def2-TZVPD).

Atoms and positions in Å:
C: -1.868 0.018 0.068
C: -0.590 0.016 0.036
C: 1.032 0.001 0.041
H: -2.823 -0.146 -0.216
H: 1.400 -0.992 0.212
H: 1.345 0.549 -0.961
H: 1.505 0.554 0.820

Charge ... 0
Relative energy (zero: lowest compared OMol25 entry of this formula, charge and spin) ... 98.0 kJ/mol
SMILES string ... C#CC
Highest occupied orbital energy ... -9.9 eV
Multiplicity ... 1
LUMO level ... 0.0382 hartree
Kohn-Sham gap ... 10.9295 eV

***

No. 2
Entry from the Open Molecules 2025 dataset: 2 unconnected molecules or ions with the total composition C3H4 (ωB97M-V/def2-TZVPD).

Atoms and positions in Å:
C: 0.754 0.532 0.172
C: 0.808 -0.769 0.040
C: -0.463 -0.112 -0.330
H: 1.299 1.427 0.361
H: 1.300 -1.644 0.183
H: -2.664 0.541 0.777
H: -1.034 0.024 -1.203

Charge ... 0
Relative energy (zero: lowest compared OMol25 entry of this formula, charge and spin) ... 518.2 kJ/mol
Highest occupied orbital energy (alpha / beta) ... -7.1 / -9.5 eV
Multiplicity ... 1
LUMO level (alpha / beta) ... 0.0031 / 0.0381 hartree
Kohn-Sham gap (alpha / beta) ... 7.1752 / 10.5332 eV